[1]
{"formula": "CH3Br2P", "method": "ωB97M-V with the def2-TZVPD basis set", "symbols": ["C", "P", "Br", "Br", "H", "H", "H"], "positions_angstrom": [[-0.22501, 0.14848, 0.81865], [-0.40678, 1.76972, -0.00087], [-1.47075, 1.15929, 2.05899], [1.06475, -0.77300, -2.87855], [0.79712, -0.07139, 1.28246], [-0.70512, -0.65415, 0.37987], [0.94579, -1.57894, -1.66055]], "atomic_forces_ev_per_a": [[2.481, 1.995, 0.929], [-0.034, 0.231, -0.188], [0.538, -0.681, -0.263], [-0.105, -0.566, 0.974], [-1.783, 0.177, -0.160], [-1.204, -1.731, -0.351], [0.106, 0.575, -0.941]], "e_above_lowest_kcal_mol": 100.8, "multiplicity": 1, "e_tot_ha": -5529.16892, "homo_energy_ev": -7.111}

[2]
{"formula": "C8H10CdClNO4", "method": "ωB97M-V with the def2-TZVPD basis set", "symbols": ["C", "C", "C", "C", "C", "Cd", "C", "C", "C", "N", "H", "H", "H", "H", "H", "H", "H", "H", "H", "H", "O", "Cl", "O", "O", "O"], "positions_angstrom": [[0.02887, -1.64080, -1.98425], [-1.27504, -1.59018, -1.41946], [-1.16706, -1.83844, -0.01733], [0.23600, -2.07609, 0.27379], [0.95503, -1.96566, -0.96183], [-0.09907, 0.27741, 0.76113], [-0.91292, 1.80810, -0.72410], [0.43739, 2.01834, -1.26521], [0.73134, 2.68418, -2.43933], [1.46875, 1.46070, -0.37404], [-1.99111, -1.98914, 0.68105], [-2.20339, -1.44392, -1.97248], [0.63123, -2.47301, 1.20722], [2.02199, -2.14743, -1.08855], [0.26610, -1.52096, -3.04180], [-1.63935, 1.41137, -1.43571], [2.36131, 1.34150, -0.86631], [-1.28970, 2.61701, -0.08699], [-0.10119, 3.06584, -3.01838], [1.76029, 2.81643, -2.75203], [-0.07773, -1.31473, 4.98219], [-0.04493, -0.13931, 4.15731], [-1.24291, 0.65240, 4.28641], [1.13961, 0.64778, 4.38508], [0.00650, -0.66139, 2.71361]], "atomic_forces_ev_per_a": [[-0.228, -0.577, 0.481], [0.533, -0.477, 0.405], [0.539, -0.628, -0.776], [-0.247, -0.527, -1.005], [-0.858, -0.147, 0.189], [0.003, 1.031, -1.479], [-0.635, -0.448, 1.270], [3.482, -0.206, 0.801], [-0.576, -0.642, 0.960], [-1.938, 0.957, -1.709], [0.252, 0.169, -0.158], [0.256, 0.202, 0.204], [-0.117, 0.273, -0.216], [-0.247, 0.256, 0.060], [-0.039, 0.170, 0.311], [-0.001, 0.246, 0.121], [-0.320, 0.243, 0.186], [-0.045, 0.180, -0.535], [0.185, 0.113, -0.225], [-0.031, 0.032, -0.217], [-0.037, 0.301, 0.419], [0.083, -0.643, -2.807], [0.358, -0.159, 0.398], [-0.412, -0.171, 0.310], [0.038, 0.453, 3.012]], "multiplicity": 1, "e_tot_ha": -1294.13274, "homo_energy_ev": 0.192, "charge": -2}

[3]
{"formula": "CCl2NO2", "method": "ωB97M-V with the def2-TZVPD basis set", "symbols": ["C", "N", "O", "O", "Cl", "Cl"], "positions_angstrom": [[1.39843, -0.07992, 0.09033], [-1.51725, 0.40852, 0.40442], [1.53518, -0.81997, 0.93126], [1.47316, 0.79855, -0.69938], [-1.61961, 1.01379, -1.23140], [-1.26992, -1.32097, 0.50477]], "atomic_forces_ev_per_a": [[0.485, 4.539, -2.934], [0.245, 0.898, 1.135], [0.377, -2.585, 2.304], [-0.372, -1.723, 0.764], [-0.168, -0.343, -0.642], [-0.566, -0.785, -0.628]], "e_above_lowest_kcal_mol": 14.5, "multiplicity": 1, "e_tot_ha": -1163.71662, "homo_energy_ev": -2.380, "charge": -1}

[4]
{"formula": "C12H24F6NO8PrSb", "method": "ωB97M-V with the def2-TZVPD basis set", "symbols": ["Pr", "C", "C", "O", "C", "C", "O", "C", "C", "O", "C", "C", "O", "C", "C", "O", "C", "C", "O", "H", "H", "H", "H", "H", "H", "H", "H", "H", "H", "H", "H", "H", "H", "H", "H", "H", "H", "H", "H", "H", "H", "H", "H", "F", "Sb", "F", "F", "F", "F", "F", "O", "N", "O"], "positions_angstrom": [[0.29232, -0.14146, -0.26382], [2.42736, 2.33710, -1.33158], [2.57568, 2.51395, 0.17114], [2.18342, 1.26780, 0.75783], [2.21063, 1.28993, 2.18395], [0.80087, 1.60736, 2.69065], [-0.10418, 0.58274, 2.26325], [-0.53509, -0.35578, 3.25992], [-0.17256, -1.77545, 2.80138], [-0.55409, -1.96353, 1.44201], [-1.76004, -2.67855, 1.19416], [-2.82635, -1.71823, 0.64081], [-2.28550, -0.88508, -0.38715], [-2.63239, -1.28923, -1.72047], [-2.31490, -0.11664, -2.64081], [-0.96881, 0.30983, -2.41333], [-0.71593, 1.55406, -3.07887], [0.76596, 1.87085, -2.95004], [1.07771, 1.91745, -1.55619], [3.13128, 1.57318, -1.69221], [2.62700, 3.28130, -1.85210], [1.92644, 3.33014, 0.51800], [3.61962, 2.74446, 0.41737], [2.92595, 2.02966, 2.55316], [2.52369, 0.29301, 2.52047], [0.45061, 2.53058, 2.20880], [0.78154, 1.73348, 3.77587], [-1.62315, -0.24638, 3.35586], [-0.06997, -0.15431, 4.22626], [-0.63490, -2.52093, 3.45295], [0.91585, -1.90491, 2.84252], [-2.13579, -3.15221, 2.10379], [-1.53603, -3.45606, 0.45222], [-3.14495, -1.02856, 1.43586], [-3.69027, -2.28233, 0.27504], [-3.70639, -1.50083, -1.77818], [-2.07551, -2.18377, -2.02656], [-3.00042, 0.71103, -2.41455], [-2.44378, -0.42490, -3.68654], [-1.31729, 2.34476, -2.60503], [-0.98552, 1.47481, -4.13841], [0.96804, 2.84285, -3.42049], [1.36378, 1.09335, -3.44760], [1.87575, -1.38024, 0.70978], [2.14613, -2.53626, -0.97500], [1.98577, -0.61379, -1.68716], [2.13193, -3.21906, -2.71765], [0.12022, -2.14132, -1.16893], [1.56661, -4.01719, 0.05944], [3.98819, -2.28368, -0.70767], [-2.67314, 1.11658, 1.55159], [-2.22713, 1.85792, 0.75205], [-1.24824, 1.76250, 0.04419]], "atomic_forces_ev_per_a": [[-2.459, 2.794, 1.348], [0.464, 0.072, 0.552], [0.017, 0.249, -0.717], [0.054, 0.203, -0.062], [-0.463, -0.178, 0.713], [0.527, 0.352, -0.291], [0.281, -0.208, -0.051], [-0.367, -0.764, -0.084], [0.362, 0.566, 0.389], [-0.099, 0.204, 0.070], [-0.642, 0.007, -0.759], [0.207, -0.205, 0.902], [0.195, -0.062, -0.299], [0.092, 0.230, -0.540], [-0.525, -0.484, 0.328], [0.016, 0.051, -0.133], [0.484, 0.446, -0.057], [-0.592, -0.167, -0.529], [0.050, 0.073, -0.184], [-0.213, 0.134, -0.004], [-0.096, -0.129, 0.102], [0.106, -0.169, 0.026], [-0.196, -0.087, 0.028], [-0.011, -0.070, -0.089], [-0.011, 0.247, -0.078], [0.098, -0.055, 0.282], [-0.055, -0.026, -0.123], [0.235, -0.019, 0.084], [-0.017, 0.061, -0.062], [0.018, 0.060, -0.076], [-0.246, -0.046, -0.004], [0.062, -0.005, -0.070], [0.030, 0.121, 0.225], [-0.064, -0.429, -0.258], [0.091, 0.124, 0.060], [0.163, 0.042, 0.000], [-0.076, 0.128, 0.194], [0.147, -0.033, -0.096], [0.043, 0.121, 0.175], [0.086, -0.185, -0.146], [0.041, -0.002, 0.153], [-0.009, -0.192, 0.138], [-0.033, 0.191, 0.135], [1.107, -1.667, -0.775], [-0.099, -0.079, 0.078], [1.082, -1.718, -0.255], [0.112, 0.318, 1.162], [1.358, -1.628, -0.428], [0.857, 1.132, -0.953], [-1.282, -0.469, -0.201], [-0.068, 1.063, -0.492], [0.346, -0.984, 0.324], [-1.111, 1.072, 0.348]], "s2": 3.755, "multiplicity": 4, "e_tot_ha": -2484.32020, "homo_energy_ev": [-16.528, -16.534], "charge": 2}

[5]
{"formula": "C6H16NO", "method": "ωB97M-V with the def2-TZVPD basis set", "symbols": ["C", "C", "C", "C", "C", "C", "N", "H", "H", "H", "H", "H", "H", "H", "H", "H", "H", "H", "H", "H", "H", "H", "H", "O"], "positions_angstrom": [[0.63538, -2.74929, -0.89260], [0.56346, -1.22765, -0.62560], [-0.32931, -0.43564, -1.67742], [-0.62912, 1.00191, -1.30832], [-2.45371, 1.11689, 0.39641], [-1.17120, 1.04767, 0.09147], [1.76304, -0.61483, -0.57939], [-0.36717, -3.12928, -1.05574], [1.10793, -3.27989, -0.05779], [1.24772, -2.96606, -1.76589], [0.04054, -1.12313, 0.37903], [-1.24872, -0.99056, -1.72325], [0.21709, -0.53536, -2.62857], [0.28491, 1.56963, -1.31577], [-1.36581, 1.40639, -1.97485], [-3.16872, 1.38973, -0.38337], [-2.90090, 0.98529, 1.37867], [-0.28873, 3.29022, 4.49255], [1.71825, 0.53232, 0.68814], [-0.49033, 0.77939, 0.89057], [2.51869, -1.31222, -0.48720], [2.44236, 1.29407, 1.83980], [0.29967, 2.95209, 4.79039], [1.57465, 0.99834, 1.52873]], "atomic_forces_ev_per_a": [[0.064, 0.135, 0.428], [1.430, -1.889, -1.000], [-0.136, 0.900, -0.714], [0.601, -0.347, 1.433], [-1.282, 0.500, -0.446], [0.056, -1.222, 0.341], [-0.722, -0.241, 0.781], [-0.035, -0.183, 0.059], [-0.279, 0.105, 0.009], [-0.098, 0.185, -0.210], [-0.253, 0.972, -0.160], [-0.383, -0.573, 0.042], [-0.283, 0.039, 0.279], [0.347, 0.485, -0.439], [-0.249, 0.234, -0.618], [0.062, -0.115, 0.140], [0.462, 0.012, -0.034], [-0.008, 0.008, -0.010], [0.346, 0.763, 0.100], [0.222, 0.452, 0.099], [0.139, 0.041, -0.265], [-0.169, -0.075, -0.071], [0.008, -0.010, 0.006], [0.160, -0.173, 0.249]], "e_above_lowest_kcal_mol": 165.1, "multiplicity": 1, "e_tot_ha": -367.71928, "homo_energy_ev": -13.761, "charge": 1}